Entry 1:
Below is a structure of composition C4H5NO2 at a distorted geometry, with properties calculated with ωB97M-V with the def2-TZVPD basis set.

Geometry (Å):
C  0.17  -0.71  1.50
N  -0.50  0.75  -0.08
H  -0.06  1.08  -2.35
O  -1.75  0.41  1.87
H  1.25  -0.03  1.98
C  0.85  0.32  -1.97
H  1.58  -0.13  -2.84
H  -0.13  -1.75  2.23
C  0.39  0.00  -0.76
C  -0.78  0.22  1.20
O  0.62  -1.07  0.05
H  -1.64  0.92  -0.85

Properties
HOMO-LUMO gap (eV): 8.66
Total energy (eV): -9808.3642

Mulliken atomic charge list, values in e, 6 entries: atom 1 (C): -0.098, atom 2 (N): -0.398, atom 3 (H): 0.116, atom 4 (O): -0.537, atom 5 (H): 0.235, atom 6 (C): -0.561

=====

Entry 2:
Below is an isolated molecule of C4H5NO2, with properties calculated with ωB97M-V with the def2-TZVPD basis set.

Geometry (Å):
C  -0.82  0.78  0.41
H  1.74  -0.64  -1.40
C  0.36  0.96  -0.53
O  1.59  0.77  0.17
H  0.30  1.69  -1.34
C  0.21  -1.35  0.10
O  0.34  -2.56  0.08
N  -0.85  -0.66  0.63
C  1.09  -0.31  -0.60
H  -1.75  1.13  -0.05
H  -1.57  -1.13  1.17
H  -0.64  1.31  1.35

Properties
HOMO-LUMO gap (eV): 10.59
Total energy (eV): -9813.1063
SMILES: O=C1NC[C@H]2O[C@@H]12

Mulliken atomic charge list, values in e, 6 entries: atom 1 (C): -0.568, atom 2 (H): 0.418, atom 3 (C): -0.078, atom 4 (O): -0.417, atom 5 (H): 0.418, atom 6 (C): 0.199

=====

Entry 3:
Below is an isolated molecule of C4H5NO2, with properties calculated with ωB97M-V with the def2-TZVPD basis set.

Geometry (Å):
H  -0.42  0.93  1.70
H  2.15  0.90  -1.36
N  1.05  0.23  0.29
O  0.68  -0.36  -1.95
C  1.29  0.26  -1.12
C  -1.51  0.52  -0.13
H  -1.50  -0.05  -1.07
H  0.77  -1.33  1.73
O  -2.43  1.24  0.18
H  0.07  -1.70  0.07
C  0.37  -0.95  0.79
C  -0.34  0.35  0.79

Properties
HOMO-LUMO gap (eV): 10.49
Total energy (eV): -9812.1376
SMILES: O=C[C@H]1CN1C=O

Mulliken atomic charge list, values in e, 6 entries: atom 1 (H): 0.328, atom 2 (H): 0.390, atom 3 (N): -0.330, atom 4 (O): -0.462, atom 5 (C): 0.119, atom 6 (C): -0.153

=====

Entry 4:
Below is a structure of composition C4H5NO2 at a distorted geometry, with properties calculated with ωB97M-V with the def2-TZVPD basis set.

Geometry (Å):
C  -1.82  -0.17  -0.13
O  0.27  -0.97  -1.06
H  1.98  -1.91  -0.37
C  0.57  0.85  0.64
O  -2.78  0.44  0.24
H  -1.32  -1.01  0.84
N  1.58  -0.15  0.65
H  -0.54  0.86  -1.67
C  -0.51  0.19  -0.80
C  1.36  -1.04  -0.22
H  0.38  1.13  1.72
H  0.83  1.78  0.16

Properties
HOMO-LUMO gap (eV): 9.90
Total energy (eV): -9810.5332

Mulliken atomic charge list, values in e, 6 entries: atom 1 (C): 0.028, atom 2 (O): -0.342, atom 3 (H): 0.386, atom 4 (C): -0.497, atom 5 (O): -0.436, atom 6 (H): 0.124

=====

Entry 5:
Below is an isolated molecule of C4H5NO2, with properties calculated with ωB97M-V with the def2-TZVPD basis set.

Geometry (Å):
C  1.12  0.16  -0.94
O  1.71  0.82  -0.12
H  -0.66  -0.98  -1.18
O  1.32  -1.50  2.19
H  -0.64  1.50  0.62
H  1.67  -0.42  -1.72
C  -0.99  0.50  0.37
N  -0.67  -0.41  1.46
H  -0.74  0.67  -1.79
C  0.37  -0.93  1.79
C  -0.39  0.05  -0.95
H  -2.08  0.54  0.28

Properties
HOMO-LUMO gap (eV): 11.05
Total energy (eV): -9813.6655
SMILES: O=C=NCCC=O

Mulliken atomic charge list, values in e, 6 entries: atom 1 (C): 0.027, atom 2 (O): -0.467, atom 3 (H): 0.309, atom 4 (O): -0.464, atom 5 (H): 0.288, atom 6 (H): 0.351

=====

Entry 6:
Below is an isolated molecule of C4H5NO2, with properties calculated with ωB97M-V with the def2-TZVPD basis set.

Geometry (Å):
H  0.96  2.23  0.93
N  0.19  0.46  0.26
C  -0.97  -1.63  -0.48
H  -1.81  -1.01  -0.84
H  0.58  1.59  -1.44
C  -0.13  0.89  -1.01
C  0.96  1.16  1.06
O  0.64  -1.55  1.32
O  -0.87  -2.80  -0.74
C  0.01  -0.96  0.48
H  -1.17  0.96  -1.30
H  1.62  0.66  1.75

Properties
HOMO-LUMO gap (alpha / beta) (eV): 7.85 / 7.46
Total energy (eV): -9810.3609

Mulliken atomic charge list, values in e, 6 entries: atom 1 (H): 0.353, atom 2 (N): 0.037, atom 3 (C): -0.088, atom 4 (H): 0.244, atom 5 (H): 0.369, atom 6 (C): -0.743

=====

Entry 7:
Below is a cluster of 2 separate species, C4H5NO2 in total at a distorted geometry, with properties calculated with ωB97M-V with the def2-TZVPD basis set.

Geometry (Å):
C  -0.37  -1.40  1.25
H  1.08  -1.09  -0.93
N  -0.68  1.89  -1.52
O  -0.09  -2.57  1.18
H  -0.14  -0.78  2.15
H  -1.35  -1.02  -0.73
C  0.66  -0.31  -0.27
C  0.33  2.30  -1.14
C  -0.79  -0.52  0.07
H  1.29  2.63  -0.78
O  1.36  0.48  0.33
H  -1.30  0.39  0.40

Properties
HOMO-LUMO gap (eV): 10.23
Total energy (eV): -9811.8972
SMILES: O=CCC=O.C#N

Mulliken atomic charge list, values in e, 6 entries: atom 1 (C): -0.024, atom 2 (H): 0.346, atom 3 (N): -0.451, atom 4 (O): -0.455, atom 5 (H): 0.328, atom 6 (H): 0.336

=====

Entry 8:
Below is a structure of composition C4H5NO2, with properties calculated with ωB97M-V with the def2-TZVPD basis set.

Geometry (Å):
C  0.50  1.43  0.15
C  -0.87  0.53  0.37
H  -0.77  -0.44  -1.62
H  1.24  2.05  0.65
O  0.96  0.49  -0.83
C  -0.16  -0.37  -0.72
H  0.38  0.51  1.13
O  -0.49  -2.69  -0.29
H  -1.52  0.17  1.17
H  1.25  -1.79  0.24
C  0.25  -1.74  -0.22
N  -0.79  1.85  -0.02

Properties
HOMO-LUMO gap (eV): 9.25
Total energy (eV): -9808.3511

Mulliken atomic charge list, values in e, 6 entries: atom 1 (C): -0.038, atom 2 (C): 0.016, atom 3 (H): 0.394, atom 4 (H): 0.493, atom 5 (O): -0.449, atom 6 (C): -0.045

=====

Entry 9:
Below is an isolated molecule of C4H5NO2 at a distorted geometry, with properties calculated with ωB97M-V with the def2-TZVPD basis set.

Geometry (Å):
H  0.73  -1.65  -0.69
H  1.24  1.01  0.80
C  1.03  -0.60  -0.63
C  -0.15  -0.54  1.58
C  -1.13  0.92  -0.99
N  -0.25  0.19  -1.58
C  0.76  0.07  0.56
O  -1.36  1.36  0.15
H  -0.37  0.08  2.46
O  -0.60  -1.66  1.45
H  -1.77  1.12  -1.90
H  1.89  -0.30  -1.22

Properties
HOMO-LUMO gap (alpha / beta) (eV): 8.07 / 8.07
Total energy (eV): -9810.0487

Mulliken atomic charge list, values in e, 6 entries: atom 1 (H): 0.235, atom 2 (H): 0.378, atom 3 (C): -0.408, atom 4 (C): 0.092, atom 5 (C): 0.279, atom 6 (N): -0.406

=====

Entry 10:
Below is a structure of composition C4H5NO2 at a distorted geometry, with properties calculated with ωB97M-V with the def2-TZVPD basis set.

Geometry (Å):
H  -1.56  -0.81  -1.44
H  -0.44  -1.84  -0.38
H  -1.59  0.93  2.13
C  1.65  -0.17  -0.26
O  0.17  1.53  1.14
C  0.32  0.07  -0.90
C  -0.70  -0.86  -0.78
O  1.91  -1.20  0.32
H  2.38  0.65  -0.36
C  -0.85  0.84  1.29
N  -1.49  -0.11  0.72
H  0.19  0.97  -1.49

Properties
HOMO-LUMO gap (eV): 8.31
Total energy (eV): -9809.9604

Mulliken atomic charge list, values in e, 6 entries: atom 1 (H): 0.278, atom 2 (H): 0.240, atom 3 (H): 0.331, atom 4 (C): 0.099, atom 5 (O): -0.558, atom 6 (C): -0.114

=====

Computed ΔE to the lowest compared entry with this formula, charge and spin (kJ/mol) in order:
574.1; 116.6; 210.1; 364.9; 62.6; 381.5; 233.3; 575.4; 411.6; 420.1